# 1
{
  "formula": "C32H51N2O2PdSe",
  "method": "the ωB97M-V functional and the def2-TZVPD basis",
  "species": ["Pd", "C", "C", "C", "C", "C", "C", "C", "Se", "C", "C", "C", "C", "C", "C", "O", "C", "C", "C", "C", "C", "C", "C", "C", "C", "O", "C", "C", "C", "C", "C", "C", "H", "H", "H", "H", "H", "H", "H", "H", "H", "H", "H", "H", "H", "H", "H", "H", "H", "H", "H", "H", "H", "H", "H", "H", "H", "H", "H", "H", "H", "H", "H", "H", "H", "H", "H", "H", "H", "H", "H", "H", "N", "C", "C", "N", "C", "C", "H", "H", "H", "H", "H", "H", "H", "H", "H", "H", "H"],
  "positions_angstrom": [[-0.025, 0.066, 0.776], [-2.680, 6.032, 3.624], [-3.642, 4.855, 3.784], [-3.764, 4.529, 5.279], [-5.015, 5.275, 3.240], [-3.155, 3.618, 3.034], [-1.974, 3.579, 2.321], [-1.591, 2.409, 1.675], [-0.027, 2.421, 0.550], [1.542, 2.413, 1.667], [1.926, 3.585, 2.309], [3.111, 3.626, 3.016], [3.881, 2.458, 3.025], [3.540, 1.280, 2.378], [2.322, 1.253, 1.650], [1.949, 0.154, 0.965], [4.425, 0.035, 2.483], [5.712, 0.294, 3.271], [4.842, -0.463, 1.092], [3.639, -1.050, 3.237], [3.598, 4.865, 3.764], [2.627, 6.037, 3.616], [3.736, 4.536, 5.257], [4.963, 5.294, 3.208], [-2.368, 1.247, 1.662], [-1.998, 0.150, 0.972], [-3.580, 1.270, 2.400], [-3.921, 2.446, 3.048], [-4.461, 0.022, 2.510], [-4.891, -0.471, 1.121], [-5.739, 0.275, 3.314], [-3.664, -1.064, 3.251], [-3.073, 6.899, 4.158], [-2.559, 6.317, 2.577], [-1.695, 5.808, 4.039], [-4.100, 5.409, 5.831], [-2.802, 4.215, 5.687], [-4.484, 3.729, 5.458], [-5.367, 6.169, 3.758], [-5.761, 4.493, 3.383], [-4.959, 5.498, 2.173], [-1.336, 4.450, 2.250], [1.285, 4.453, 2.242], [4.811, 2.481, 3.575], [6.334, 1.053, 2.792], [6.293, -0.628, 3.314], [5.511, 0.605, 4.297], [5.442, 0.294, 0.584], [3.981, -0.678, 0.464], [5.456, -1.363, 1.189], [3.481, -0.751, 4.275], [4.192, -1.994, 3.236], [2.662, -1.198, 2.780], [1.646, 5.804, 4.037], [2.498, 6.325, 2.571], [3.018, 6.903, 4.151], [2.780, 4.213, 5.673], [4.069, 5.418, 5.809], [4.464, 3.742, 5.428], [4.896, 5.514, 2.141], [5.716, 4.516, 3.345], [5.314, 6.191, 3.722], [-4.847, 2.467, 3.604], [-5.494, 0.289, 0.621], [-5.506, -1.370, 1.222], [-4.036, -0.687, 0.486], [-6.369, 1.033, 2.845], [-5.526, 0.585, 4.338], [-6.316, -0.650, 3.363], [-2.694, -1.210, 2.781], [-4.216, -2.008, 3.254], [-3.493, -0.767, 4.288], [-0.010, -4.770, 1.751], [1.236, -4.199, 1.119], [1.201, -2.686, 1.242], [-0.016, -2.105, 0.666], [-1.230, -2.692, 1.244], [-1.259, -4.204, 1.120], [-0.010, -4.540, 2.748], [-0.008, -5.788, 1.684], [1.232, -4.531, 0.081], [2.097, -4.626, 1.628], [2.075, -2.246, 0.764], [1.251, -2.391, 2.292], [-0.017, -2.231, -0.344], [-2.107, -2.254, 0.769], [-1.279, -2.398, 2.295], [-1.256, -4.536, 0.082], [-2.118, -4.635, 1.631]],
  "lowdin_charge": [0.827, -0.065, -0.558, -0.043, -0.042, -0.166, -0.056, -0.397, 1.233, -0.397, -0.056, -0.166, 0.032, -0.084, -0.359, -0.303, -0.528, -0.065, -0.039, -0.040, -0.558, -0.065, -0.043, -0.042, -0.359, -0.303, -0.085, 0.032, -0.528, -0.039, -0.065, -0.040, 0.089, 0.089, 0.082, 0.088, 0.091, 0.078, 0.088, 0.078, 0.093, 0.094, 0.094, 0.096, 0.093, 0.089, 0.086, 0.095, 0.061, 0.084, 0.095, 0.087, 0.034, 0.083, 0.089, 0.089, 0.091, 0.088, 0.078, 0.093, 0.078, 0.088, 0.096, 0.095, 0.084, 0.061, 0.093, 0.087, 0.089, 0.034, 0.087, 0.095, 0.063, -0.075, -0.183, -0.121, -0.183, -0.075, 0.187, 0.185, 0.142, 0.143, 0.123, 0.118, 0.141, 0.123, 0.118, 0.142, 0.143],
  "orbital_gap_ev": 6.3,
  "homo_ev": -9.7,
  "largest_force_ev_per_a": 0.39,
  "relative_energy_kcal_mol": 0.0,
  "charge": 1
}

=====

# 2
{
  "formula": "C32H51N5O3P2Re",
  "method": "the ωB97M-V functional and the def2-TZVPD basis",
  "species": ["Re", "O", "C", "O", "C", "C", "C", "C", "C", "C", "P", "C", "C", "C", "C", "C", "C", "C", "C", "C", "C", "C", "C", "H", "H", "H", "H", "H", "H", "H", "H", "H", "H", "H", "H", "H", "H", "N", "C", "C", "C", "N", "H", "H", "H", "H", "H", "H", "H", "H", "H", "H", "C", "C", "C", "C", "H", "H", "H", "H", "H", "H", "H", "H", "H", "C", "N", "C", "P", "O", "N", "C", "C", "N", "C", "C", "H", "H", "H", "H", "H", "H", "H", "H", "H", "H", "H", "H", "H", "H", "H", "H", "H", "H"],
  "positions_angstrom": [[-0.149, -0.057, 0.587], [1.043, 3.531, 2.241], [0.209, 2.950, 1.595], [0.131, 1.627, 1.619], [-0.832, 3.677, 0.796], [-0.742, 5.065, 0.788], [-1.681, 5.835, 0.121], [-2.735, 5.214, -0.530], [-2.840, 3.832, -0.518], [-1.893, 3.044, 0.136], [-2.192, 1.241, 0.144], [-3.039, 0.997, -1.437], [-4.377, 0.637, -1.553], [-4.968, 0.549, -2.809], [-4.236, 0.844, -3.947], [-2.905, 1.232, -3.835], [-2.313, 1.303, -2.588], [-3.445, 1.035, 1.454], [-4.247, -0.110, 1.568], [-5.082, -0.278, 2.662], [-5.123, 0.681, 3.666], [-4.331, 1.814, 3.568], [-3.497, 1.991, 2.473], [0.068, 5.525, 1.338], [-1.600, 6.913, 0.125], [-3.485, 5.803, -1.039], [-3.675, 3.369, -1.027], [-4.980, 0.448, -0.678], [-6.008, 0.265, -2.891], [-4.702, 0.783, -4.921], [-2.334, 1.474, -4.721], [-1.278, 1.603, -2.502], [-4.249, -0.869, 0.799], [-5.711, -1.156, 2.724], [-5.776, 0.545, 4.518], [-4.363, 2.569, 4.342], [-2.890, 2.883, 2.417], [-1.160, -0.583, 2.453], [-1.074, -1.964, 3.002], [0.346, -2.510, 3.020], [0.857, -2.969, 1.668], [1.155, -1.833, 0.762], [-0.712, 0.057, 3.113], [-2.141, -0.306, 2.479], [-1.729, -2.598, 2.404], [-1.477, -1.947, 4.017], [0.363, -3.373, 3.688], [1.028, -1.776, 3.465], [0.107, -3.597, 1.184], [1.755, -3.577, 1.779], [1.350, -2.182, -0.177], [2.030, -1.401, 1.066], [0.099, -2.094, -2.315], [-1.318, -1.796, -1.834], [-2.232, -2.975, -2.172], [-1.446, -1.505, -0.326], [0.101, -2.247, -3.395], [0.475, -3.031, -1.885], [0.805, -1.287, -2.103], [-1.679, -0.934, -2.391], [-1.907, -3.882, -1.655], [-2.219, -3.181, -3.242], [-3.264, -2.774, -1.882], [-1.212, -2.447, 0.195], [-2.500, -1.356, -0.097], [5.138, 1.912, -0.132], [3.799, 1.468, 0.268], [3.706, 1.051, 1.663], [2.595, 1.512, -0.824], [1.518, 0.484, -0.381], [2.037, 3.028, -0.999], [2.750, 4.201, -0.487], [1.053, 3.328, -2.031], [3.082, 1.010, -2.296], [3.449, -0.390, -2.509], [3.614, 1.911, -3.316], [5.460, 2.751, 0.487], [5.145, 2.238, -1.170], [5.854, 1.097, -0.019], [3.973, 1.876, 2.323], [4.388, 0.215, 1.837], [2.690, 0.769, 1.913], [3.327, 3.939, 0.395], [2.019, 4.954, -0.201], [3.405, 4.627, -1.252], [0.653, 2.399, -2.433], [1.499, 3.891, -2.855], [0.240, 3.921, -1.605], [3.060, -1.010, -1.706], [4.534, -0.507, -2.547], [3.026, -0.739, -3.451], [3.391, 2.949, -3.071], [3.166, 1.673, -4.281], [4.699, 1.803, -3.403]],
  "mulliken_spin": [0.927, 0.005, 0.008, -0.011, 0.004, -0.004, 0.000, -0.001, 0.001, -0.013, -0.053, -0.006, -0.004, 0.001, -0.001, 0.002, 0.000, 0.006, -0.003, 0.001, -0.002, 0.001, -0.004, 0.000, 0.000, 0.000, 0.000, 0.000, 0.000, 0.000, 0.000, -0.003, -0.001, 0.000, 0.000, 0.000, 0.000, -0.013, -0.006, 0.008, -0.003, 0.010, -0.003, -0.003, 0.001, 0.000, 0.000, 0.001, -0.001, 0.001, 0.003, -0.002, -0.019, 0.022, 0.003, 0.034, 0.001, 0.003, 0.010, -0.012, -0.001, -0.001, 0.000, 0.032, -0.034, 0.000, 0.002, 0.001, 0.000, 0.120, 0.004, -0.001, -0.007, 0.002, -0.002, 0.000, 0.000, 0.000, 0.000, 0.000, 0.001, 0.001, 0.000, 0.000, 0.000, 0.003, 0.000, -0.001, 0.000, 0.000, -0.001, 0.000, 0.000, 0.000],
  "orbital_gap_ev": [7.9, 7.8],
  "homo_ev": [-14.0, -13.7],
  "spin_multiplicity": 2,
  "largest_force_ev_per_a": 1.18,
  "s_squared": 0.7552,
  "charge": 2
}